Density functional theory data (ωB97M-V/def2-TZVPD) for C20H18O7 in the gas phase.

```
45
C20H18O7 (ωB97M-V/def2-TZVPD)
O -1.1192 2.2437 3.0609
O -0.2432 3.4337 -3.8542
O -0.7025 -2.3269 -6.5843
O 1.7746 -2.6441 1.5928
O -0.5358 2.4041 -6.4196
O 0.7834 -1.2345 3.6506
O 0.2060 -0.3596 -2.3253
C -0.4953 1.2243 3.3021
C -0.2688 2.3128 -3.3923
C -0.6152 0.0414 -6.3575
C -0.1737 -1.2688 -4.4963
C 1.1877 -0.9143 0.1071
C -0.1548 0.9463 0.8059
C -0.5741 -1.2270 -5.8371
C 1.1340 -1.4783 1.3631
C 0.6117 -0.7080 2.3735
C -0.4616 1.2302 -5.6908
C -0.0176 -0.1530 -3.7028
C -0.0951 0.4985 2.1566
C -0.2967 1.1362 -4.2587
C 0.5510 0.3015 -0.2128
C 0.8638 -1.1039 6.1595
C -1.2099 -1.4042 4.8753
C -0.0268 0.8080 4.6694
C 0.1366 -0.6691 4.8358
C -0.2563 1.9867 -1.8350
C 0.6168 0.7936 -1.6438
H -1.2816 -2.2667 -7.2984
H 1.5129 -2.9475 2.4772
H -0.1681 3.1889 -5.8972
H -0.8186 0.1819 -7.3363
H -0.1852 -2.2639 -4.0981
H 1.8362 -1.4080 -0.6565
H -0.8247 1.7708 0.6640
H 0.6428 -0.4928 7.0480
H 1.9187 -1.0184 5.9984
H 0.7152 -2.1411 6.4308
H -0.9730 -2.4982 5.0167
H -1.8414 -1.0376 5.6827
H -1.7418 -1.2633 3.9653
H 0.9616 1.3286 4.8623
H -0.8237 1.1747 5.3692
H 0.0388 2.9523 -1.3427
H -1.2810 1.8177 -1.5192
H 1.6941 1.0530 -1.7082
```

The calculation puts the HOMO-LUMO gap at 8.64 eV. Its highest occupied orbital energy is -8.61 eV. For the LUMO energy, the calculation gives 0.0309 eV. The calculation puts the total energy at -1299.57448 hartree. Its SMILES is CC1(C)CC(=O)c2cc([C@@H]3CC(=O)c4c(O)cc(O)cc4O3)cc(O)c2O1. Its energy above the lowest of the compared OMol25 structures with the same formula, charge and spin is 0.0 kJ/mol. The total charge is 0.